# 1
74
Properties=species:S:1:pos:R:3:forces:R:3 method="wB97M-V/def2-TZVPD" total_charge=+1 lumo_energy_ha=-0.14806 orbital_gap_ev=8.09 e_tot_ev=-51138.6069
O 1.92527 -2.02285 -1.68626 2.697 1.588 -1.940
O -2.38354 4.92482 2.16411 -0.010 -1.731 0.576
O 3.67696 2.69885 2.18720 -0.473 1.700 3.406
O -2.45522 3.00582 3.31011 0.055 -0.384 0.876
O 2.06248 2.59623 3.81468 1.299 -1.144 -3.568
O -2.58710 -0.41713 -1.06764 -0.672 -4.567 -2.934
O -4.02259 4.59445 3.73155 2.915 -1.122 -1.479
O -1.96558 0.01878 -5.36745 -2.191 1.341 0.333
O -1.58583 1.47650 -0.76129 -2.752 -1.294 -1.394
O -1.06114 -1.41704 -6.76834 0.411 0.261 1.944
O 1.88119 1.60168 1.77148 -1.416 -1.989 -0.225
O -0.01908 -0.74284 -4.82267 -0.101 -0.744 -0.047
O -3.53679 1.02801 0.03629 -4.269 1.419 1.020
N -0.42639 -2.86276 1.12201 1.528 0.503 0.237
N -2.66878 0.73517 -0.73809 7.042 3.605 3.368
C 2.51146 2.28890 2.70151 -0.726 2.067 3.455
C -1.04546 -0.82050 -5.71250 1.942 -0.929 -2.930
C 4.01419 2.03686 1.06877 0.807 0.231 -3.694
C 2.45430 -2.51037 -2.99645 -7.301 3.350 -0.740
C 0.52506 1.34677 -3.77584 -4.158 1.287 -1.669
C -1.14656 -1.90524 2.05642 9.979 9.328 -6.972
C 2.03270 1.59234 -0.60240 -2.192 -0.022 0.967
C -1.31950 4.07407 1.55150 -3.213 0.718 -2.523
C 0.41632 -2.03212 0.07328 -1.371 -2.227 0.211
C -1.50088 -3.51222 0.34400 10.577 -8.484 0.292
C -0.12103 5.00746 1.56850 2.120 -3.216 -0.020
C -3.01763 4.20727 3.13109 -2.745 1.858 0.623
C -1.41125 2.74292 2.41031 -5.054 1.228 -4.920
C 1.00161 -2.81206 -1.07406 -0.317 -2.146 -1.709
C -0.40879 -4.48289 3.09920 5.124 7.888 3.073
C 0.35939 -3.79624 1.96635 3.134 -1.129 -0.609
C -0.41194 0.15654 -3.73642 5.002 -2.976 2.616
C -0.22327 -0.96692 2.90420 4.067 -3.245 -0.261
C -1.77208 0.38246 -4.01804 -4.197 5.321 -0.513
C 2.73727 1.23123 0.69718 0.604 -1.347 -1.868
Li -4.60513 -0.68195 -0.53162 0.603 0.633 0.090
H -1.79832 -2.87734 -0.18659 -4.703 9.495 -8.182
H -2.12751 1.60637 -3.86546 1.055 -3.583 -0.478
H 0.79783 4.17461 1.10561 -1.835 2.722 2.346
H -2.42102 -0.21428 -3.45691 -1.020 -0.710 1.052
H 0.33618 -1.54618 3.74338 -0.438 0.587 -1.625
H -1.33854 -1.07025 1.34700 -2.020 -1.006 0.270
H 3.03303 -3.27623 -2.98332 3.583 -5.419 1.228
H 0.34971 -3.09999 -1.93690 -0.676 -0.142 1.178
H -0.30059 -1.34138 -0.24848 -0.972 1.224 -0.806
H -0.29343 -0.56039 -2.75783 -0.110 2.155 -2.004
H 0.58080 -0.47025 2.20145 -1.785 -0.667 1.733
H 0.31357 2.06697 -3.01322 -1.126 0.600 0.430
H -1.70803 1.82080 1.78791 0.180 1.563 0.472
H 1.38818 -3.36107 2.26042 -2.002 0.028 -0.125
H -1.81612 3.87798 0.36268 2.011 0.380 3.462
H 1.49053 1.24971 -3.58168 4.400 -1.692 0.286
H -1.30388 -4.54990 2.80221 -7.075 -1.239 -1.639
H 2.85754 0.09100 0.49197 0.208 1.555 1.657
H 0.72780 -4.58687 1.28390 -0.505 0.216 0.080
H -1.25119 -4.46441 -0.37929 0.342 2.436 1.962
H -0.55608 2.50636 2.78045 5.377 -1.096 3.332
H 1.52336 -3.72216 -0.76116 -0.387 -0.370 0.506
H -2.18353 -3.83889 0.86809 -6.657 -3.118 5.834
H -1.74719 -2.37088 2.51958 -8.694 -5.834 6.007
H 4.21690 2.82853 0.24753 -0.095 -1.377 1.087
H 0.40044 1.83022 -4.78407 0.138 -0.299 0.939
H 3.04398 -1.77399 -3.47635 -0.066 1.399 -0.181
H -0.11603 5.73032 2.48569 0.814 -2.147 -1.173
H 1.21172 -1.51608 0.48933 1.418 0.753 1.473
H -0.70360 -0.29861 3.53494 -1.559 1.701 0.310
H -0.12633 5.64814 0.75047 -0.538 1.190 -1.563
H 1.49912 -2.85546 -3.72046 2.382 1.269 1.842
H 1.75523 2.63082 -0.57400 -0.519 0.683 0.323
H 4.93606 1.50934 1.30780 -0.098 -0.520 -0.597
H -0.32845 -3.81398 4.12135 -0.490 -1.619 -2.558
H 2.65535 1.60146 -1.47627 0.316 -1.083 -0.463
H 1.01830 0.97428 -0.62068 2.243 1.214 -0.580
H 0.08161 -5.30229 3.28023 2.162 -4.877 1.095



# 2
67
Properties=species:S:1:pos:R:3:forces:R:3 method="wB97M-V/def2-TZVPD" total_charge=0 lumo_energy_ha=0.02315 orbital_gap_ev=9.01 e_tot_ev=-38644.3303
O -0.28206 -2.92963 0.42028 2.216 2.216 0.647
O 3.13016 -0.71170 2.09689 -1.745 -4.761 -3.767
O -3.13877 -0.22188 -1.93180 -0.441 -3.758 -8.418
O -3.32935 1.51590 -0.44404 0.588 -5.473 -1.240
O -0.42550 1.21685 1.24436 -0.091 -3.568 2.046
O 0.61169 0.58262 -1.25524 2.788 1.310 -1.164
O 3.69880 0.89105 0.95660 5.400 12.859 -2.503
N -2.55816 -0.57791 0.00002 3.820 -9.482 11.900
N 2.74446 -0.84817 -0.17276 1.023 -1.119 8.113
C 2.35694 1.06599 3.49884 4.620 2.660 -2.453
C 2.92087 -0.52163 -1.33674 4.709 11.401 -13.547
C 3.24338 -0.09241 3.30316 1.991 -3.499 3.689
C 1.73389 0.24233 -2.09222 -3.475 -8.263 1.432
C 0.71014 -1.93649 0.67599 3.880 -0.140 4.341
C -3.11821 -0.31984 -4.36340 1.629 -9.733 -1.147
C -2.36088 -0.20617 1.52757 -3.520 -6.121 -3.527
C 0.96352 1.90183 -0.53883 -6.421 0.538 -8.421
C -2.48512 1.84074 -3.25737 1.447 -6.166 -2.845
C 2.71722 -1.17189 4.41418 4.315 2.652 -2.634
C -3.05186 0.13861 -0.77308 -4.781 17.737 -2.826
C 3.36860 -0.13812 0.77866 -5.202 -9.062 6.808
C 4.79961 0.10787 3.53786 -14.614 8.709 4.155
C -0.25754 1.99126 0.17960 -4.037 7.100 0.756
C -3.33090 0.42878 -3.30974 -4.695 11.265 9.718
C -4.86424 1.03564 -3.11362 4.113 -13.773 1.415
C 2.21594 -2.06764 0.03075 -5.404 -3.979 0.254
C -1.84702 0.98462 1.81464 7.386 10.363 2.052
C -0.93068 -2.32155 -0.56949 -7.766 -6.312 -5.588
C -2.62510 -2.11618 -0.30004 9.043 8.003 -3.477
H -3.83026 -1.34287 -4.18185 2.267 2.171 -0.677
H 5.29317 -0.56479 3.57059 10.516 -15.570 -0.824
H -3.33972 -0.16632 1.97738 -0.736 -0.519 0.139
H -1.40792 1.23072 2.94621 -2.318 -1.214 -2.436
H 1.79512 1.62614 -0.17314 6.193 -0.470 3.406
H 3.53514 0.83837 -1.22813 -0.502 -3.912 -0.157
H 2.34963 1.49944 4.46212 -0.324 0.187 0.965
H -2.74184 2.21583 -4.22134 0.496 0.607 -0.966
H -0.18713 3.17235 0.59382 -0.414 -2.019 -0.769
H -1.82199 -1.04631 1.90611 0.460 -0.531 0.368
H 1.73990 -1.11660 4.38818 -5.194 -1.038 -0.738
H -2.77675 2.48493 -2.54879 -0.826 1.855 2.943
H 0.44296 -0.84239 0.57387 -0.262 -1.489 -0.068
H -1.09762 -3.21680 -1.42419 0.709 1.979 1.399
H 0.95013 2.86772 -1.50356 0.459 -2.963 3.243
H -0.61723 -1.51729 -1.14482 1.237 1.766 -0.171
H -5.17273 1.61300 -3.74347 -3.536 5.577 -8.418
H -1.44829 1.38332 -3.18923 -0.680 1.553 -0.050
H -5.49842 0.06762 -2.85486 0.694 2.096 -1.067
H -3.13596 -2.14363 -1.13944 -2.612 -1.240 -3.486
H 2.91585 1.76097 2.77707 -1.089 0.281 1.320
H 4.85047 0.38836 4.52242 0.224 1.742 2.590
H -4.91450 1.56653 -2.34903 0.346 4.212 7.474
H 3.64330 -1.02978 -2.12892 -1.553 0.473 1.833
H 2.88250 -2.79743 0.40395 0.487 -0.632 1.411
H 3.26122 -2.05754 4.41473 0.372 -1.823 -0.219
H 1.91054 -2.53959 -0.88727 0.410 0.226 -1.227
H -3.45937 0.01722 -5.23424 -1.276 1.903 -3.409
H 0.97633 -2.14695 1.73019 -0.426 0.700 -0.101
H -1.23896 2.04700 -0.48634 2.213 -0.305 0.862
H 1.85690 0.83673 -2.90185 1.226 2.507 -1.950
H 1.50701 0.92256 2.97318 -3.397 -0.579 -0.910
H 4.96019 0.80415 2.95394 2.780 6.676 -5.529
H 1.35912 -0.76741 -2.61238 -0.261 1.936 0.285
H -2.72533 -2.53569 0.50992 -2.215 -4.779 7.977
H 2.88700 -0.65232 5.28168 1.008 1.071 2.554
H -2.28082 1.91983 1.35514 -0.709 -1.481 1.090
H -2.03149 -0.54194 -4.40869 -0.544 -0.559 -0.455



# 3
66
Properties=species:S:1:pos:R:3:forces:R:3 method="wB97M-V/def2-TZVPD" total_charge=0 lumo_energy_ha=0.02467 orbital_gap_ev=5.90 e_tot_ev=-60209.0926
Pd -0.24447 -0.53354 -0.08848 -0.081 1.069 -0.199
S 1.16830 0.04353 -2.90014 0.094 0.057 -0.190
P 1.71020 0.86279 1.16204 -0.295 -0.267 -0.213
P -1.28552 1.68247 0.05368 0.302 -1.433 0.570
N 0.25278 -2.82630 -0.65264 -0.048 0.143 -0.001
N -1.60661 -2.09825 1.58648 0.015 -0.084 0.130
N 1.96292 1.62801 -4.97056 0.019 0.029 -0.033
N -0.15662 1.23845 -4.95292 0.122 -0.010 0.018
C 0.60606 1.30665 3.72232 0.033 -0.011 -0.017
C -3.11320 1.50726 0.06129 -0.118 0.317 -0.176
C -0.91228 -1.90014 2.84997 -0.045 0.004 0.045
C 0.99922 0.95573 -4.28331 -0.096 -0.029 0.054
C -3.01478 -1.79781 1.76535 -0.048 0.020 -0.025
C 2.94133 2.13987 1.69999 0.064 0.057 0.000
C -1.63064 2.01288 4.18159 0.034 -0.017 0.010
C 1.63473 -3.02993 -1.07368 0.024 -0.055 0.075
C -1.14268 3.49358 -0.24040 0.018 0.031 -0.089
C -0.90922 1.66639 1.88292 -0.210 0.364 -0.098
C 2.51485 -0.57713 1.97886 0.114 -0.001 0.082
C -1.43176 -3.44953 1.07589 0.017 -0.036 0.068
C -0.63758 -3.06241 -1.78690 0.011 -0.087 -0.021
C 1.40704 2.31367 -6.04082 0.004 0.004 0.008
C 0.36060 1.29600 2.34862 0.178 0.105 0.173
C -1.87822 2.04180 2.81829 -0.007 -0.089 -0.018
C -0.37483 1.64163 4.64002 -0.046 0.019 0.009
C 3.35612 1.61095 -4.58426 -0.002 0.007 -0.009
C -0.05844 -3.70016 0.47250 -0.050 -0.031 -0.003
C 0.08353 2.07275 -6.03007 -0.036 0.000 -0.019
H 0.71434 -3.56112 1.23153 0.013 0.039 -0.002
H -2.41148 2.28932 4.87955 0.007 0.000 0.001
H 3.73676 0.59069 -4.60970 0.005 0.001 0.011
H 2.30529 -2.86151 -0.23038 -0.010 0.018 -0.002
H 1.93253 -1.47488 1.78198 -0.006 -0.012 -0.010
H -1.03876 0.88181 -4.63335 -0.032 0.004 -0.017
H -0.10210 3.80544 -0.14753 0.019 -0.030 -0.002
H -1.47636 3.71812 -1.25517 0.005 0.023 0.008
H 3.46285 1.98947 -3.56839 0.008 -0.009 0.000
H -0.00588 -4.75982 0.16432 -0.022 0.014 -0.009
H -0.15866 1.62418 5.70116 -0.003 -0.006 -0.006
H 3.91775 2.23451 -5.27602 -0.005 -0.001 0.001
H -2.19809 -3.63046 0.32133 -0.008 0.022 -0.014
H -1.29006 -2.58347 3.63128 -0.008 0.000 -0.005
H -3.49569 -2.47544 2.49205 0.007 0.002 0.001
H 2.66371 -0.46459 3.05545 0.008 0.005 -0.010
H 0.15650 -2.06223 2.73598 0.000 -0.026 -0.004
H -3.54073 -1.88648 0.81321 0.018 0.006 0.001
H -1.65887 -2.78464 -1.53626 -0.003 -0.004 -0.001
H -0.69578 2.41412 -6.68638 0.016 -0.002 0.004
H -1.05335 -0.87184 3.18496 -0.005 -0.063 -0.014
H -1.74763 4.05695 0.47482 0.012 -0.001 -0.011
H -3.65593 2.18978 0.71952 0.008 0.011 -0.053
H 1.79327 -4.05584 -1.44682 0.000 0.005 0.017
H 1.59065 1.04076 4.08949 -0.010 -0.006 0.003
H -3.12620 -0.77513 2.13006 0.021 -0.041 0.008
H 3.49434 -0.70352 1.51123 -0.010 -0.021 -0.006
H 3.86338 1.98643 1.13587 0.005 0.009 0.014
H 2.56553 3.13656 1.46499 -0.011 -0.003 -0.005
H -3.45010 1.70130 -0.95982 -0.016 -0.055 -0.011
H -1.60145 -4.19838 1.87120 0.017 0.018 -0.012
H 1.88640 -2.32528 -1.86236 0.000 -0.008 -0.026
H -3.36240 0.47713 0.30261 0.007 0.013 0.016
H -2.85706 2.35550 2.48061 0.011 -0.003 0.039
H -0.31729 -2.43554 -2.61618 0.000 0.013 -0.019
H 3.16940 2.09450 2.76850 -0.003 0.004 -0.014
H -0.61544 -4.12156 -2.09977 0.014 0.012 -0.001
H 2.00577 2.90595 -6.70917 -0.016 -0.003 0.003



# 4
92
Properties=species:S:1:pos:R:3:forces:R:3 method="wB97M-V/def2-TZVPD" total_charge=-1 lumo_energy_ha=0.05069 orbital_gap_ev=6.28 e_tot_ev=-143136.8213
S 4.48238 -2.44102 -4.78368 -0.614 0.393 0.176
S -4.03300 1.86395 5.40274 0.074 -0.627 0.338
S -0.97722 1.78606 -6.79408 -0.053 -0.168 0.538
S 11.23355 -1.28616 -3.59691 -0.559 -0.163 -0.022
S -1.93957 7.10429 1.82620 -0.003 -0.171 0.482
S -5.21271 -2.91045 1.21232 0.097 0.463 0.127
O -2.09200 6.06660 0.87554 0.076 -0.010 -0.246
O -1.06385 0.80393 -7.81267 0.104 -0.003 -0.235
O 0.21612 -0.26990 -1.91350 -0.465 -0.225 0.348
O -4.47486 -3.42282 0.11617 -0.376 -0.235 -0.094
O -5.94262 -3.75957 2.08104 0.041 -0.236 0.075
O -3.25891 3.03955 5.54715 -0.136 0.396 -0.115
O 0.08446 1.28614 -5.70563 -0.300 -0.153 -0.200
O -0.76991 6.69285 2.84123 -0.254 -0.160 -0.112
O -2.28154 1.69625 -5.86707 0.229 0.229 0.045
O -4.76836 1.56258 6.79188 0.367 0.082 0.027
O 1.84905 0.03839 2.04647 -0.048 0.541 -0.426
O -0.73882 3.14927 -7.09468 -0.056 0.131 -0.214
O 10.65119 -2.77799 -3.59057 -0.010 0.212 -0.212
O 4.45332 -3.23650 -5.95614 0.166 -0.238 -0.043
O -4.24741 -1.98637 2.08906 -0.430 -0.035 0.110
O 3.09258 -2.60428 -4.02314 0.129 0.036 -0.438
O 5.54603 -2.54751 -3.84826 0.409 -0.084 -0.068
O -4.97365 1.70476 4.34972 0.074 0.195 -0.239
O 9.83477 -0.51681 -3.50430 0.181 -0.230 0.275
O -1.76765 8.45479 1.43575 -0.074 0.129 -0.180
O -3.06427 0.59608 5.39624 -0.377 0.040 -0.117
O -6.18730 -1.74977 0.68696 0.305 -0.033 -0.168
O 2.61750 -1.72393 3.18969 -0.569 -0.172 0.169
O -3.15086 7.03589 2.87444 0.231 0.285 0.053
O 11.81602 -1.04484 -4.86728 0.256 -0.006 -0.054
O 11.95145 -1.05796 -2.39744 0.206 0.157 0.048
O 4.32932 -0.89968 -5.18371 0.100 -0.134 0.270
N -0.46078 -2.18241 -0.88511 0.125 -0.011 0.374
C -5.99850 -0.56840 1.48236 -0.180 0.002 0.435
C -0.53391 1.21029 -4.40490 -0.006 0.320 0.264
C -0.95930 -2.78605 1.55800 0.749 -0.477 0.524
C 0.25348 -1.27380 3.14002 -0.056 -0.419 0.309
C 0.04549 -2.69110 0.39619 -0.681 0.019 0.126
C -1.26128 6.67980 4.18756 -0.024 0.339 0.273
C 8.76393 -1.42718 -3.81035 -0.230 -0.087 -0.428
C -2.72794 6.33444 4.05334 0.025 -0.540 -0.009
C -0.40212 -0.76578 -0.98489 0.467 0.222 -0.869
C 2.53893 -1.30349 -3.73919 0.187 0.351 0.307
C -4.53326 -0.60050 1.84309 0.219 0.342 -0.258
C -3.11043 -0.07407 6.66318 0.228 0.053 0.408
C 1.71030 -0.96948 2.77494 0.722 0.137 -0.260
C -1.06366 0.16452 -0.00903 -0.180 0.042 0.086
C -0.17166 -2.72160 2.86098 0.002 0.423 0.360
C -4.50487 0.20474 7.18399 -0.199 -0.368 -0.197
C -1.73471 -2.77386 -1.28508 0.314 0.908 -0.639
C 9.24488 -2.76080 -3.28884 -0.201 0.004 0.394
C 2.99166 -0.44901 -4.90298 -0.404 -0.087 -0.238
C -1.98708 0.91822 -4.69507 0.054 -0.469 -0.052
H 2.99518 0.61080 -4.66486 0.236 0.001 -0.006
H -1.51414 0.98593 -0.55468 0.027 0.176 -0.234
H -2.64275 1.20508 -3.87832 -0.081 0.191 -0.131
H -2.91553 -1.13445 6.53130 0.013 0.033 -0.246
H -4.57886 0.10547 8.26274 -0.025 0.247 0.022
H -4.30695 -0.00738 2.72195 0.053 -0.164 0.156
H -6.27008 0.31682 0.91520 -0.030 -0.139 -0.205
H -1.68048 -1.97997 1.59133 -0.268 -0.021 -0.261
H 0.11539 -1.02404 4.19098 0.071 -0.047 0.233
H -3.91827 -0.26123 1.00859 0.000 -0.010 -0.019
H -3.31621 6.65181 4.90931 -0.101 0.160 -0.129
H 2.95698 -0.95036 -2.79556 -0.084 -0.007 0.022
H -6.63300 -0.64097 2.36825 0.021 0.023 0.002
H -2.34510 0.35919 7.30923 -0.008 -0.012 -0.001
H -1.12146 7.67576 4.61388 -0.015 -0.013 0.007
H 9.12208 -2.83505 -2.20713 -0.009 0.011 -0.011
H -2.14346 -0.13597 -4.93527 0.009 0.004 0.036
H -1.83039 -0.29246 0.59992 0.018 -0.232 0.112
H -1.47270 -3.74359 1.54372 -0.393 -0.061 -0.358
H 1.46030 -1.35934 -3.65304 0.011 -0.298 0.066
H 2.37923 -0.61928 -5.79038 -0.001 0.020 0.011
H 8.63044 -1.44570 -4.89372 -0.035 -0.030 0.019
H -1.56288 -3.81678 -1.52537 -0.187 -0.285 0.284
H 0.72042 -3.34063 2.79958 0.177 -0.110 0.051
H -5.24597 -0.43943 6.70609 0.024 -0.020 0.020
H -0.41207 2.17525 -3.90974 0.003 -0.018 0.005
H -2.87070 5.26483 3.89018 0.010 -0.001 0.068
H -0.38406 -0.59715 2.57742 -0.065 0.154 0.009
H 7.84237 -1.10362 -3.33722 0.107 0.164 0.096
H -2.03344 -2.29677 -2.21912 -0.063 -0.011 -0.197
H -0.29812 0.59007 0.63633 0.280 -0.074 0.233
H -2.55596 -2.61617 -0.58795 0.130 -0.306 0.194
H 8.74745 -3.59829 -3.76839 0.176 -0.042 -0.111
H 0.90494 -2.09672 0.69053 0.123 0.173 -0.022
H -0.71457 5.95126 4.77957 0.108 -0.088 -0.207
H 0.40114 -3.70202 0.21785 0.234 -0.149 -0.125
H -0.06828 0.43706 -3.80540 0.120 0.017 -0.164
H -0.75288 -3.10225 3.70048 -0.240 -0.146 -0.028